Record 1
45
Properties=species:S:1:pos:R:3 method="wB97M-V/def2-TZVPD" total_energy_ha=-3223.375899 total_charge=-1 orbital_gap_ha=0.121 homo_ev=-1.13 largest_force_ev_per_a=0.76
Li -1.041 0.056 -1.414
C -1.534 -1.839 5.615
C -1.831 -0.606 5.053
C -1.728 -0.422 3.682
C -1.326 -1.466 2.858
C -1.044 -2.704 3.430
C -1.139 -2.891 4.799
As -1.161 -1.303 0.887
C -1.178 0.634 0.806
C -2.284 1.454 0.636
C -2.127 2.831 0.560
C -0.852 3.379 0.640
C 0.262 2.570 0.772
C 0.120 1.186 0.851
C 1.198 0.204 0.931
C 2.562 0.479 0.988
C 3.480 -0.554 1.044
C 3.056 -1.878 1.034
C 1.701 -2.165 0.966
C 0.776 -1.138 0.927
H -1.609 -1.981 6.686
H -2.140 0.216 5.688
H -1.952 0.546 3.250
H -0.742 -3.526 2.789
H -0.910 -3.856 5.234
H -3.273 1.019 0.549
H -2.985 3.472 0.414
H -0.729 4.452 0.562
H 1.249 3.013 0.785
H 2.908 1.505 0.967
H 4.538 -0.331 1.084
H 3.783 -2.679 1.062
H 1.372 -3.198 0.929
N -1.087 0.198 -3.093
C -0.395 0.311 -4.204
C 0.478 -0.723 -4.720
C 1.216 -0.563 -5.873
C 1.159 0.611 -6.631
C 0.316 1.633 -6.180
C -0.438 1.498 -5.035
H 0.545 -1.640 -4.142
H 1.862 -1.375 -6.203
H 1.749 0.715 -7.535
H 0.259 2.557 -6.754
H -1.083 2.300 -4.692

Record 2
60
Properties=species:S:1:pos:R:3 method="wB97M-V/def2-TZVPD" multiplicity=5 total_energy_ha=-4975.911300 orbital_gap_ha="0.322 / 0.223" homo_ev="-8.65 / -8.68" largest_force_ev_per_a=3.55
Rh -1.723 0.113 0.117
C 0.179 1.134 3.937
C 0.229 0.585 2.682
N -0.954 0.739 2.013
N -1.752 1.350 2.903
C -1.160 1.599 4.022
B -3.266 1.522 2.578
N -3.838 0.135 2.332
C -4.549 -0.689 3.125
C -4.677 -1.897 2.425
C -4.049 -1.707 1.238
N -3.543 -0.474 1.190
N -3.376 2.450 1.309
C -4.148 3.540 1.063
C -3.894 3.935 -0.282
C -2.924 3.040 -0.769
N -2.661 2.113 0.179
H 1.028 1.362 4.596
H 0.980 -0.019 2.206
H -1.598 2.118 4.855
H -3.705 2.061 3.592
H -4.901 -0.452 4.107
H -5.164 -2.709 2.860
H -3.963 -2.281 0.293
H -4.819 3.938 1.781
H -4.394 4.764 -0.820
H -2.291 3.048 -1.674
F 4.137 2.104 3.406
C 4.467 1.796 2.151
C 4.989 2.761 1.303
F 5.449 3.871 1.912
C 5.092 2.508 -0.037
F 5.804 3.310 -0.757
C 4.486 1.387 -0.629
Se 4.237 0.996 -2.426
C 3.903 0.469 0.231
F 3.130 -0.469 -0.234
C 3.961 0.633 1.604
F 3.207 -0.156 2.365
C 1.961 -1.891 -4.874
C 1.973 -2.420 -3.497
C 3.096 -2.697 -2.783
C 3.096 -3.352 -1.588
Cl 4.658 -3.648 -0.814
C 1.893 -3.810 -1.026
C 0.745 -3.532 -1.748
C 0.794 -2.837 -2.974
O -0.448 -2.728 -3.600
C -0.985 -1.441 -3.603
C -1.209 -0.930 -2.202
O -1.647 -1.772 -1.391
O -1.148 0.311 -2.002
H 3.009 -1.767 -5.221
H 1.526 -0.842 -4.898
H 1.454 -2.546 -5.509
H 4.035 -2.315 -3.233
H 1.859 -4.314 -0.097
H -0.297 -3.742 -1.350
H -1.950 -1.458 -4.059
H -0.339 -0.797 -4.276

Record 3
56
Properties=species:S:1:pos:R:3 method="wB97M-V/def2-TZVPD" total_energy_ha=-3321.155540 orbital_gap_ha="0.221 / 0.221" homo_ev="-7.68 / -7.68" largest_force_ev_per_a=3.94
Ir -1.295 -0.700 1.232
C -3.695 -0.748 6.419
O -3.664 -1.255 5.094
C -2.749 -0.938 4.184
O -2.797 -1.455 3.090
N -1.768 -0.052 4.516
N -0.825 0.275 3.528
H -4.576 -1.213 6.862
H -3.818 0.338 6.440
H -2.809 -1.042 6.987
H -1.788 0.478 5.378
H 0.119 0.051 3.833
H -0.857 1.256 3.257
S -1.302 -3.004 0.545
C -2.574 -2.983 -0.629
C -2.752 -4.148 -1.377
C -3.715 -4.228 -2.369
C -3.891 -5.433 -3.084
N -4.040 -6.419 -3.649
C -4.519 -3.100 -2.655
C -4.379 -1.956 -1.886
C -3.439 -1.884 -0.857
S -3.435 -0.438 0.093
C -5.463 -3.163 -3.701
N -6.229 -3.203 -4.553
H -2.125 -5.006 -1.180
H -5.004 -1.095 -2.068
Cl 3.717 -0.483 -1.969
C 4.470 0.292 -0.620
C 5.656 -0.222 -0.125
C 6.255 0.347 0.984
C 5.659 1.426 1.616
C 4.475 1.934 1.118
Cl 3.732 3.293 1.895
C 3.854 1.404 -0.021
N 2.675 1.943 -0.487
C 2.421 2.268 -1.809
C 3.483 2.482 -2.692
C 3.247 2.841 -4.001
C 1.945 2.960 -4.458
C 0.890 2.775 -3.580
C 1.102 2.445 -2.248
C -0.066 2.384 -1.302
C -0.163 1.217 -0.324
O -0.358 0.062 -0.762
O -0.159 1.449 0.912
H 6.098 -1.079 -0.606
H 7.185 -0.049 1.359
H 6.115 1.884 2.478
H 2.043 2.316 0.211
H 4.495 2.397 -2.324
H 4.076 3.031 -4.667
H 1.746 3.229 -5.485
H -0.123 2.892 -3.939
H -0.980 2.324 -1.897
H -0.103 3.303 -0.709

Record 4
52
Properties=species:S:1:pos:R:3 method="wB97M-V/def2-TZVPD" multiplicity=2 total_energy_ha=-7337.380282 total_charge=+1 orbital_gap_ha="0.250 / 0.260" homo_ev="-10.87 / -11.00" largest_force_ev_per_a=0.43
W -0.983 0.056 0.063
Se 1.328 0.363 -1.283
P 1.294 0.124 0.882
Se -2.015 -0.251 2.029
C 1.995 1.536 1.755
C 2.172 1.429 3.135
C 2.654 2.511 3.852
C 2.959 3.698 3.198
C 2.779 3.805 1.826
C 2.293 2.726 1.102
C 2.165 -1.333 1.483
C 3.558 -1.317 1.574
C 4.231 -2.443 2.013
C 3.520 -3.585 2.366
C 2.136 -3.601 2.282
C 1.454 -2.475 1.839
H 1.943 0.502 3.648
H 2.795 2.428 4.921
H 3.341 4.540 3.759
H 3.024 4.728 1.318
H 2.152 2.802 0.031
H 4.110 -0.424 1.306
H 5.310 -2.432 2.085
H 4.049 -4.462 2.715
H 1.585 -4.487 2.569
H 0.373 -2.482 1.778
Cl -6.695 4.253 -1.531
C -5.399 3.117 -1.463
C -5.593 1.831 -1.982
C -4.580 0.902 -1.961
Cl -4.858 -0.663 -2.634
C -3.320 1.196 -1.400
O -2.370 0.288 -1.439
C -3.160 2.493 -0.854
C -1.933 2.906 -0.257
O -0.993 2.158 0.078
C -4.192 3.453 -0.918
H -6.550 1.570 -2.412
H -1.780 3.972 -0.071
H -4.024 4.443 -0.515
O -0.861 -1.939 -0.464
N -0.628 -2.352 -1.721
C -1.621 -2.328 -2.620
C -1.389 -2.805 -3.892
C -0.143 -3.319 -4.216
C 0.853 -3.342 -3.251
C 0.589 -2.846 -1.994
H -2.554 -1.910 -2.277
H -2.194 -2.775 -4.611
H 0.049 -3.703 -5.208
H 1.835 -3.740 -3.458
H 1.290 -2.820 -1.174

Record 5
56
Properties=species:S:1:pos:R:3 method="wB97M-V/def2-TZVPD" total_energy_ha=-5333.196089 total_charge=-1 orbital_gap_ha=0.178 homo_ev=-3.38 largest_force_ev_per_a=5.71
La 0.266 0.418 -1.081
I 0.082 3.552 0.833
C -1.906 3.344 1.525
C -2.465 4.291 2.370
C -3.668 4.069 3.046
C -4.297 2.848 2.822
C -3.748 1.831 1.996
C -4.408 0.565 1.930
C -3.830 -0.413 1.150
C -2.632 -0.155 0.408
C -2.012 1.050 0.478
C -2.486 2.089 1.303
H -1.925 5.252 2.504
H -4.039 4.869 3.675
H -5.203 2.587 3.347
H -5.376 0.476 2.411
H -4.210 -1.415 1.058
H -2.249 -0.960 -0.256
Cl 2.706 -0.612 -2.872
C 2.815 1.159 -3.091
C 1.717 1.932 -2.841
C 1.464 3.170 -3.378
Cl -0.136 3.857 -3.292
C 2.571 3.847 -3.919
Cl 2.474 5.528 -4.348
C 3.817 3.169 -3.975
Cl 5.189 3.958 -4.500
C 3.960 1.792 -3.611
Cl 5.441 0.931 -3.834
S -3.376 -1.254 -3.657
C -1.957 -0.451 -3.348
S -0.419 -1.288 -3.419
S -1.923 1.215 -2.931
C 2.693 0.702 2.852
C 2.938 0.279 1.436
C 4.249 -0.382 1.099
O 2.068 0.527 0.507
H 3.354 1.571 3.055
H 3.038 -0.106 3.504
H 1.668 1.033 3.044
H 4.954 -0.105 1.894
H 4.619 -0.122 0.094
H 4.199 -1.485 1.108
C 0.644 -5.043 2.010
N -0.178 -4.899 0.774
C -0.870 -5.950 0.161
C -1.376 -5.462 -1.013
N -0.940 -4.163 -1.129
C -0.263 -3.759 -0.009
S 0.358 -2.226 0.241
H 0.080 -5.613 2.773
H 0.862 -4.039 2.378
H 1.585 -5.571 1.805
H -0.859 -6.936 0.612
H -1.958 -5.981 -1.775
H -1.102 -3.523 -1.925

Record 6
54
Properties=species:S:1:pos:R:3 method="wB97M-V/def2-TZVPD" multiplicity=5 total_energy_ha=-4028.068900 total_charge=-1 orbital_gap_ha="0.217 / 0.215" homo_ev="-3.70 / -3.75" largest_force_ev_per_a=0.40
Cr 0.109 0.191 -0.788
S -1.576 3.403 -1.520
C -1.619 3.457 0.214
C -2.782 3.783 0.941
C -2.794 3.887 2.323
C -1.634 3.668 3.057
C -0.474 3.314 2.382
C -0.474 3.175 0.998
S 0.966 2.670 0.079
C 1.872 1.762 1.376
C 2.645 0.600 0.820
C 3.943 0.353 1.250
C 4.587 -0.793 0.834
C 3.919 -1.673 0.004
C 2.635 -1.361 -0.417
C 1.917 -2.309 -1.343
S 0.184 -2.651 -0.911
C 0.315 -2.907 0.840
C 0.881 -4.105 1.286
C 1.010 -4.381 2.635
C 0.539 -3.445 3.551
C -0.034 -2.265 3.119
C -0.167 -1.946 1.755
S -0.908 -0.397 1.350
N 2.023 -0.235 -0.026
H -3.683 3.977 0.372
H -3.714 4.148 2.834
H -1.630 3.760 4.136
H 0.431 3.147 2.954
H 1.118 1.348 2.051
H 2.545 2.413 1.931
H 4.419 1.057 1.919
H 5.596 -1.008 1.163
H 4.375 -2.596 -0.325
H 2.473 -3.243 -1.388
H 1.863 -1.876 -2.345
H 1.217 -4.824 0.548
H 1.453 -5.311 2.966
H 0.621 -3.640 4.615
H -0.394 -1.540 3.839
O -2.371 0.227 -6.019
C -3.312 0.179 -5.089
O -4.491 0.187 -5.360
C -2.857 0.164 -3.674
C -3.709 0.161 -2.585
N -2.947 0.125 -1.485
N -1.657 0.119 -1.793
C -1.571 0.150 -3.107
C -0.166 0.164 -3.652
O -0.005 0.139 -4.875
O 0.749 0.173 -2.763
H -1.449 0.260 -5.623
H -4.784 0.183 -2.548
H -3.204 0.162 -0.509

Record 7
68
Properties=species:S:1:pos:R:3 method="wB97M-V/def2-TZVPD" total_energy_ha=-3238.630428 orbital_gap_ha=0.334 homo_ev=-9.98 largest_force_ev_per_a=0.48
N -0.211 -3.006 -1.955
C 1.081 -3.130 -1.311
C 1.117 -2.479 0.065
C 0.790 -0.973 0.070
C -0.577 -0.660 0.644
F -1.515 -1.595 0.278
F -0.535 -0.694 2.006
C -1.140 0.749 0.267
F -1.895 1.244 1.257
F -0.078 1.575 0.123
C -1.959 0.819 -1.063
F -1.523 -0.122 -1.901
F -1.699 2.020 -1.622
C -3.531 0.803 -1.006
F -3.890 1.961 -0.425
F -3.926 0.827 -2.290
C -4.381 -0.307 -0.291
F -3.877 -0.570 0.926
F -5.610 0.217 -0.135
C -4.556 -1.632 -1.097
F -5.365 -1.373 -2.131
F -3.364 -2.032 -1.570
C -5.219 -2.814 -0.299
F -6.115 -2.318 0.568
F -5.860 -3.578 -1.201
C -4.292 -3.785 0.484
F -3.612 -3.157 1.429
F -3.435 -4.381 -0.332
F -5.048 -4.712 1.050
O 2.090 -2.436 -2.078
C 2.015 -2.476 -3.417
O 2.566 -1.684 -4.112
H -0.954 -3.091 -1.269
H -0.360 -3.743 -2.636
H 1.400 -4.177 -1.207
H 0.492 -3.050 0.758
H 2.144 -2.572 0.427
H 1.509 -0.469 0.719
H 0.878 -0.567 -0.941
H 1.421 -3.310 -3.831
C -1.573 4.997 -0.480
C -2.707 5.796 -0.541
C -2.636 7.064 -1.097
C -1.419 7.504 -1.582
C -0.276 6.727 -1.533
C -0.361 5.462 -0.973
N -1.337 8.850 -2.180
O -2.349 9.523 -2.194
O -0.262 9.207 -2.622
H -1.633 4.011 -0.043
H -3.650 5.430 -0.159
H -3.506 7.701 -1.153
H 0.656 7.106 -1.924
H 0.519 4.835 -0.926
C 8.028 -2.666 3.784
C 7.788 -1.823 2.707
C 6.494 -1.621 2.256
C 5.462 -2.276 2.904
C 5.675 -3.122 3.977
C 6.975 -3.315 4.416
N 4.084 -2.062 2.435
O 3.919 -1.327 1.477
O 3.185 -2.631 3.022
H 9.041 -2.818 4.133
H 8.610 -1.320 2.216
H 6.287 -0.971 1.419
H 4.843 -3.615 4.456
H 7.165 -3.972 5.254

Record 8
49
Properties=species:S:1:pos:R:3 method="wB97M-V/def2-TZVPD" multiplicity=3 total_energy_ha=-1393.520008 total_charge=+1 orbital_gap_ha="0.254 / 0.218" homo_ev="-10.15 / -10.18" largest_force_ev_per_a=0.33
Pt 0.332 -1.126 -1.276
C 4.694 -1.256 -1.529
C 3.340 -1.282 -1.881
N 2.377 -1.278 -0.979
C 2.676 -1.269 0.364
C 4.018 -1.226 0.787
C 5.024 -1.217 -0.204
C 4.321 -1.201 2.166
C 3.298 -1.234 3.064
C 1.951 -1.297 2.650
C 1.593 -1.317 1.317
N 0.327 -1.429 0.776
C -0.942 -1.328 1.307
C -1.310 -1.290 2.639
C -2.660 -1.231 3.042
C -3.678 -1.222 2.137
C -3.366 -1.272 0.761
C -4.365 -1.292 -0.237
C -4.025 -1.362 -1.559
C -2.668 -1.389 -1.901
N -1.712 -1.352 -0.993
C -2.020 -1.312 0.347
H 5.447 -1.264 -2.303
H 3.031 -1.303 -2.917
H 6.062 -1.185 0.106
H 5.354 -1.165 2.485
H 3.512 -1.222 4.125
H 1.200 -1.351 3.416
H -0.563 -1.320 3.410
H -2.880 -1.201 4.101
H -4.713 -1.187 2.450
H -5.405 -1.263 0.065
H -4.773 -1.401 -2.338
H -2.351 -1.440 -2.934
N -3.422 3.112 -1.263
C -2.285 3.844 -1.363
O -2.284 5.053 -1.406
C -0.975 3.093 -1.389
C 0.194 3.839 -1.311
C 1.415 3.190 -1.332
C 1.433 1.812 -1.427
N 0.313 1.091 -1.513
C -0.866 1.721 -1.495
H -4.294 3.615 -1.248
H -3.443 2.114 -1.185
H 0.114 4.916 -1.237
H 2.343 3.739 -1.272
H 2.364 1.260 -1.440
H -1.734 1.082 -1.581